## i
An isolated ion of composition C5H13N2S and charge +1, computed with ωB97M-V/def2-TZVPD.

Last column: natural (NBO) charge in e.
Positions of all 21 atoms, in Å:
C -0.475 2.115 2.211  -0.63
C -0.133 1.805 0.739  -0.21
N -0.009 0.333 0.615  -0.53
S 1.455 -0.432 1.366  0.14
C -0.283 -0.236 -0.662  0.14
C -0.703 -1.692 -0.675  -0.45
C 0.183 -1.900 -1.949  -0.22
N 0.913 -0.598 -1.676  -0.57
H -0.600 1.180 2.766  0.23
H 0.445 2.687 2.639  0.23
H -1.308 2.749 2.331  0.23
H -0.940 1.986 0.076  0.20
H 0.827 2.267 0.394  0.19
H 0.826 -1.504 1.857  0.14
H -1.061 0.472 -1.097  0.24
H -1.819 -1.741 -0.659  0.26
H -0.358 -2.312 0.211  0.24
H 0.876 -2.688 -2.015  0.24
H -0.482 -1.950 -2.907  0.26
H 1.726 -0.611 -1.127  0.44
H 0.919 0.070 -2.438  0.44

Its HOMO energy is -0.4885 Eh. Its SMILES is CCN(S)[C@@H]1CC[NH2+]1. The net charge is +1. For the molar mass, the calculation gives 133.24 g/mol.



## ii
An isolated ion of composition C5H13N2S and charge +1, computed with ωB97M-V/def2-TZVPD.

Last column: natural (NBO) charge in e.
Positions of all 21 atoms, in Å:
C 0.076 0.038 -2.480  -0.29
C 0.913 -1.238 -2.317  -0.43
C -0.290 -0.466 0.110  -0.19
C -0.756 1.519 1.472  -0.40
C -0.241 -0.621 2.599  -0.41
N 0.252 1.138 -1.719  -0.47
N 0.031 0.219 1.370  -0.42
S 0.911 -1.665 -0.407  0.21
H 0.354 0.454 -3.557  0.28
H -0.976 -0.294 -2.359  0.20
H 0.658 -2.001 -2.911  0.23
H 1.964 -1.166 -2.568  0.23
H -1.335 -0.541 -0.237  0.23
H -1.137 1.525 2.491  0.22
H -0.158 2.411 1.366  0.25
H -1.557 1.577 0.829  0.24
H -1.279 -0.946 2.558  0.24
H 0.484 -1.442 2.482  0.24
H -0.140 -0.001 3.507  0.24
H 1.195 1.195 -1.422  0.33
H 1.031 0.305 1.192  0.45

Its HOMO energy (alpha / beta) is -0.4534 / -0.4532 Eh. The net charge is +1. For the molar mass, the calculation gives 133.24 g/mol.



Of them, the most stable is i and the least stable is ii.